1.
Below is a molecular structure, C40H42N5O6P2Ta, with properties calculated with the ωB97M-V functional and the def2-TZVPD basis.

Geometry (Å):
Ta: 0.20 0.16 -0.57
C: -1.58 0.34 3.53
C: -0.83 -0.60 4.24
C: 0.27 -1.16 3.63
C: 0.64 -0.78 2.34
N: -0.17 0.05 1.62
C: -1.23 0.62 2.24
N: 1.88 -1.22 1.92
C: 2.55 -0.55 1.06
N: 2.01 0.47 0.27
C: 3.04 1.30 -0.17
N: 2.88 2.47 -0.65
C: 1.63 3.08 -0.60
C: 1.66 4.47 -0.78
C: 0.51 5.21 -0.67
C: -0.68 4.55 -0.38
C: -0.66 3.19 -0.26
N: 0.46 2.44 -0.37
C: 4.31 0.59 0.10
C: 5.61 0.93 -0.21
C: 6.60 0.05 0.21
C: 6.30 -1.10 0.93
C: 4.98 -1.42 1.28
C: 4.00 -0.56 0.84
H: -2.44 0.83 3.97
H: -1.10 -0.87 5.25
H: 0.92 -1.85 4.15
H: -1.82 1.31 1.65
H: 2.62 4.92 -0.98
H: 0.53 6.29 -0.79
H: -1.62 5.08 -0.28
H: -1.58 2.66 -0.08
H: 5.84 1.83 -0.75
H: 7.64 0.26 -0.03
H: 7.10 -1.76 1.24
H: 4.74 -2.30 1.85
O: -1.55 1.62 -4.01
C: -1.51 0.91 -3.06
O: -0.39 0.80 -2.28
C: -2.61 0.01 -2.53
P: -2.59 0.07 -0.70
C: -3.72 1.42 -0.28
C: -4.40 1.39 0.93
C: -5.25 2.43 1.28
C: -5.42 3.50 0.42
C: -4.75 3.54 -0.79
C: -3.90 2.50 -1.15
C: -3.39 -1.43 -0.11
C: -4.58 -1.83 -0.72
C: -5.25 -2.95 -0.25
C: -4.75 -3.66 0.83
C: -3.58 -3.25 1.45
C: -2.89 -2.14 0.98
H: -2.34 -1.02 -2.81
H: -3.57 0.27 -2.98
H: -4.30 0.53 1.59
H: -5.79 2.39 2.22
H: -6.09 4.30 0.69
H: -4.90 4.36 -1.47
H: -3.39 2.55 -2.10
H: -4.99 -1.27 -1.55
H: -6.17 -3.26 -0.73
H: -5.28 -4.52 1.20
H: -3.19 -3.81 2.29
H: -1.96 -1.86 1.45
C: 1.76 -1.99 -4.30
C: 2.31 -1.15 -3.17
C: 2.42 0.30 -3.55
C: 3.60 -1.72 -2.62
O: 1.28 -1.21 -2.01
P: 0.54 -2.58 -1.48
O: 1.42 -3.67 -1.12
O: -0.15 -1.75 -0.31
O: -0.59 -2.81 -2.53
C: -1.25 -4.14 -2.82
C: -2.44 -3.76 -3.67
C: -0.26 -5.01 -3.58
C: -1.68 -4.76 -1.50
H: 2.43 -1.88 -5.15
H: 0.77 -1.65 -4.60
H: 1.73 -3.05 -4.04
H: 3.20 0.40 -4.31
H: 2.71 0.93 -2.71
H: 1.49 0.68 -3.97
H: 4.34 -1.73 -3.42
H: 3.47 -2.73 -2.25
H: 4.00 -1.09 -1.82
H: -2.13 -3.20 -4.55
H: -3.16 -3.17 -3.09
H: -2.95 -4.66 -4.01
H: 0.01 -4.54 -4.53
H: -0.74 -5.97 -3.80
H: 0.63 -5.20 -2.99
H: -2.34 -4.09 -0.96
H: -0.82 -5.02 -0.88
H: -2.22 -5.68 -1.71

## Properties
Charge: +2
Spin multiplicity: 1
Highest occupied orbital energy in Eh: -0.514
Strongest force on any atom in eV/A: 0.21
LUMO in hartree: -0.243
Energy above the lowest of the compared OMol25 structures with the same formula, charge and spin in kJ/mol: 15.2

2.
Below is 2 unconnected molecules or ions with the total composition C3H8ClN, with properties calculated with the ωB97M-V functional and the def2-TZVPD basis.

Geometry (Å):
C: -1.20 -0.04 -0.93
C: -0.01 0.11 1.42
C: -0.31 0.70 -0.06
N: 1.47 0.72 -1.09
Cl: -0.71 2.37 0.03
H: -0.99 -1.18 -1.01
H: -2.23 -0.10 -0.52
H: -1.36 0.32 -1.95
H: -0.90 -0.18 1.90
H: 0.53 0.86 1.89
H: 0.60 -0.69 1.26
H: 2.00 1.35 -0.54
H: 1.83 -0.20 -0.94

## Properties
Spin multiplicity: 1
Highest occupied orbital energy in Eh: -0.342
Strongest force on any atom in eV/A: 4.52
LUMO in hartree: 0.031
Energy above the lowest of the compared OMol25 structures with the same formula, charge and spin in kJ/mol: 182.5

3.
Below is C3H3ClS in the gas phase, with properties calculated with the ωB97M-V functional and the def2-TZVPD basis.

Geometry (Å):
C: 1.21 0.42 -0.06
C: 0.22 -0.44 0.21
C: -1.14 -0.20 0.19
S: -2.28 -1.30 -0.02
Cl: -1.64 1.69 0.11
H: 2.30 0.15 -0.18
H: 1.05 1.30 -0.55
H: 0.29 -1.60 0.30

## Properties
Spin multiplicity: 1
Highest occupied orbital energy in Eh: -0.348
Strongest force on any atom in eV/A: 4.29
LUMO in hartree: -0.053
SMILES: C=CC(=S)Cl
Energy above the lowest of the compared OMol25 structures with the same formula, charge and spin in kJ/mol: 74.9

4.
Below is C10H16Si in the gas phase, with properties calculated with the ωB97M-V functional and the def2-TZVPD basis.

Geometry (Å):
C: 0.25 0.59 2.47
C: -0.33 1.92 1.76
Si: -2.13 1.78 1.12
C: -2.51 0.21 0.08
C: -1.12 -0.35 -0.49
C: -0.29 0.60 -1.40
C: 1.08 0.14 -1.95
C: 1.57 -1.30 -1.54
C: 3.03 -1.71 -2.12
C: 0.72 -2.26 -0.64
C: -0.68 -1.78 -0.09
H: -0.51 0.02 3.09
H: 0.71 -0.05 1.62
H: 1.15 0.92 3.10
H: 0.32 2.25 0.87
H: -0.31 2.75 2.57
H: -2.33 2.94 0.21
H: -3.15 1.97 2.19
H: -3.24 0.51 -0.76
H: -3.02 -0.56 0.78
H: -0.67 1.64 -1.67
H: 1.68 0.83 -2.63
H: 2.97 -1.70 -3.27
H: 3.33 -2.71 -1.68
H: 3.79 -0.88 -1.85
H: 1.08 -3.30 -0.35
H: -1.34 -2.46 0.58

## Properties
Spin multiplicity: 1
Highest occupied orbital energy in Eh: -0.303
Strongest force on any atom in eV/A: 4.80
LUMO in hartree: 0.021
SMILES: CC[SiH2]Cc1ccc(C)cc1
Energy above the lowest of the compared OMol25 structures with the same formula, charge and spin in kJ/mol: 525.1

5.
Below is a molecular structure, C39H38Cl2FN7O5RuS3, with properties calculated with the ωB97M-V functional and the def2-TZVPD basis.

Geometry (Å):
Ru: -0.19 -0.20 -0.16
C: -3.53 -6.03 -3.19
C: -2.36 -5.47 -2.44
C: -1.05 -5.82 -2.78
C: 0.02 -5.25 -2.13
C: -0.21 -4.34 -1.12
C: -1.50 -4.00 -0.74
C: -2.57 -4.57 -1.40
S: 1.11 -3.39 -0.39
O: 2.40 -3.92 -0.75
O: 0.80 -3.20 1.00
N: 0.83 -1.95 -1.13
C: 1.74 -1.27 -1.85
C: 2.61 -1.80 -2.81
C: 3.40 -0.92 -3.53
C: 3.31 0.45 -3.29
C: 2.44 0.89 -2.31
N: 1.69 0.05 -1.62
H: -3.30 -6.99 -3.64
H: -3.83 -5.34 -3.98
H: -4.38 -6.15 -2.52
H: -0.88 -6.55 -3.56
H: 1.04 -5.50 -2.38
H: -1.65 -3.30 0.06
H: -3.58 -4.29 -1.13
H: 2.66 -2.86 -2.96
H: 4.07 -1.29 -4.28
H: 3.90 1.15 -3.85
H: 2.35 1.93 -2.04
Cl: -1.17 -1.12 2.08
C: 0.01 -1.33 3.31
C: -0.42 -1.75 4.56
C: 0.50 -1.91 5.59
C: 1.84 -1.66 5.36
C: 2.26 -1.25 4.12
Cl: 3.93 -0.95 3.85
C: 1.36 -1.05 3.05
S: 1.96 -0.49 1.53
H: -1.46 -1.96 4.72
H: 0.16 -2.23 6.56
H: 2.56 -1.80 6.16
F: 1.04 3.61 5.60
C: 0.32 4.09 4.56
C: 0.18 3.27 3.47
C: -0.52 3.70 2.34
C: -0.59 2.83 1.17
O: -0.06 1.71 1.21
C: -1.32 3.39 0.06
C: -1.85 4.63 0.13
N: -1.75 5.43 1.22
C: -2.27 6.76 1.15
C: -3.57 7.01 0.44
C: -3.51 7.12 1.94
C: -1.08 4.99 2.34
C: -0.97 5.79 3.48
C: -0.26 5.36 4.61
N: -0.23 6.20 5.75
C: 0.02 7.62 5.58
C: -0.87 8.37 6.58
N: -1.13 7.46 7.73
C: 0.11 6.73 8.09
C: 0.38 5.71 6.97
C: -1.48 2.61 -1.23
O: -2.40 2.97 -1.99
O: -0.66 1.71 -1.48
H: 0.62 2.29 3.46
H: -2.38 5.02 -0.72
H: -1.49 7.52 1.06
H: -4.09 6.18 0.02
H: -3.65 7.92 -0.14
H: -3.97 6.32 2.51
H: -3.57 8.09 2.39
H: -1.46 6.74 3.49
H: -0.21 7.93 4.56
H: 1.08 7.84 5.76
H: -1.83 8.64 6.14
H: -0.38 9.28 6.93
H: -1.79 6.74 7.40
H: -1.52 7.97 8.52
H: -0.02 6.21 9.05
H: 0.93 7.44 8.20
H: -0.08 4.76 7.23
H: 1.46 5.55 6.87
C: -0.88 -2.35 -3.92
N: -1.37 -1.01 -4.08
C: -1.28 -0.25 -5.22
C: -1.77 0.97 -4.92
N: -2.18 0.96 -3.62
C: -1.91 -0.25 -3.10
S: -2.33 -0.82 -1.56
H: -0.07 -2.51 -4.63
H: -1.67 -3.08 -4.10
H: -0.50 -2.48 -2.91
H: -0.88 -0.66 -6.13
H: -1.85 1.85 -5.53
H: -2.40 1.83 -3.03

## Properties
Charge: +1
Spin multiplicity: 2
Highest occupied orbital energy (spin up / spin down) in Eh: -0.315 / -0.317
Strongest force on any atom in eV/A: 4.32
LUMO (spin up / spin down) in hartree: -0.121 / -0.121
Energy above the lowest of the compared OMol25 structures with the same formula, charge and spin in kJ/mol: 310.0

6.
Below is a molecular structure, C13H17AlBBeBrCaClF3N5O22P, with properties calculated with the ωB97M-V functional and the def2-TZVPD basis.

Geometry (Å):
N: -5.17 0.70 -1.62
P: -4.79 0.15 -0.23
C: -3.17 0.83 0.29
N: -2.06 0.13 0.57
C: -1.05 1.02 0.88
C: 0.34 0.60 1.20
C: 0.92 1.18 2.47
O: 0.55 0.28 3.53
C: 2.44 1.18 2.37
F: 2.82 0.07 1.73
F: 2.83 2.23 1.69
F: 3.02 1.18 3.56
C: -1.58 2.26 0.80
N: -2.88 2.11 0.44
H: -6.06 1.18 -1.62
H: -5.71 0.41 0.79
H: -4.56 -1.24 -0.25
H: -1.98 -0.87 0.51
H: 0.35 -0.47 1.45
H: 0.99 0.76 0.35
H: 0.58 2.18 2.70
H: 0.16 0.75 4.28
H: -1.10 3.21 0.95
H: -3.53 2.87 0.28
O: -2.97 4.96 0.30
Cl: -1.79 5.86 0.29
O: -0.65 5.06 -0.09
O: -1.62 6.35 1.62
O: -2.00 6.92 -0.62
N: -2.35 -2.63 -1.09
O: -2.52 -3.67 -1.85
O: -2.02 -2.79 0.07
O: -2.53 -1.53 -1.59
C: 5.52 -2.02 2.71
N: 6.20 -3.28 3.07
O: 7.30 -3.20 3.59
O: 5.63 -4.31 2.82
H: 6.15 -1.18 2.99
H: 5.36 -2.02 1.58
H: 4.57 -2.00 3.24
Al: 0.05 -1.70 2.97
C: -4.06 4.73 3.33
O: -4.21 4.62 4.55
O: -4.95 5.45 2.61
O: -3.09 4.21 2.72
H: -5.57 5.74 3.30
Br: 5.01 -0.72 0.07
B: -1.29 -1.95 -6.18
O: -0.99 -2.61 -7.50
C: -2.04 -2.56 -8.22
O: -2.11 -3.00 -9.38
C: -3.18 -1.89 -7.46
O: -4.28 -1.73 -7.87
O: -2.70 -1.56 -6.25
O: -1.09 -2.90 -5.02
C: -0.15 -2.36 -4.19
O: 0.20 -2.88 -3.18
C: 0.30 -1.02 -4.79
O: 1.10 -0.30 -4.32
O: -0.40 -0.85 -5.93
Be: -2.78 -4.29 -10.06
C: 9.08 -2.31 6.13
O: 9.21 -1.24 6.81
H: 8.43 -3.10 6.59
H: 8.50 -2.17 5.14
H: 10.01 -2.80 5.77
Ca: -2.65 -4.04 -3.79

## Properties
Charge: +2
Spin multiplicity: 1
Highest occupied orbital energy in Eh: -0.395
Strongest force on any atom in eV/A: 2.10
LUMO in hartree: -0.362